Record 1
A structure of composition C24H25N6O6S2Ti. Source: OMol25; level of theory: ωB97M-V with the def2-TZVPD basis set.

ORCA input file:
```
! wB97M-V def2-TZVPD RIJCOSX def2/J DEFGRID3
* xyz -1 1
Ti 1.3793 -0.4107 0.1285
S -0.9785 0.1669 4.2908
S 0.8750 -1.2644 2.4265
O 4.1255 -5.6816 -0.4842
O 4.6463 -3.2253 -0.2010
O 2.0306 1.3222 0.6180
O 2.2883 -6.9299 -0.7613
O 1.9891 -0.0844 -2.0053
O 3.4325 -1.3552 0.1310
N -0.9780 0.5001 1.6656
N 0.6439 -4.6775 -0.7378
N 4.1446 0.6001 -1.7216
N 2.9956 1.0685 -3.6705
N -0.4803 0.0545 0.4248
N 1.1389 -2.5574 -0.5485
C -3.8929 1.6138 2.2208
C 2.0110 -4.6153 -0.5911
C -5.5699 -0.0709 3.6448
C -0.3121 0.9249 -0.6121
C 3.5762 -2.5792 -0.1558
C 3.0017 0.4953 -2.4302
C 1.2615 4.8273 0.0756
C -0.9887 0.5722 -1.9169
C 0.0873 4.7099 -0.6596
C 1.9141 3.6973 0.5482
C 0.1471 -3.4213 -0.6971
C 1.7655 1.2305 -4.4142
C -4.3318 0.2797 4.1591
C -5.9757 0.4251 2.4131
C -1.2965 -3.0824 -0.7758
C 1.3828 2.4328 0.2911
C -3.4821 1.1295 3.4579
C -0.4480 3.4482 -0.8950
C 2.2963 -3.2868 -0.4609
C -5.1316 1.2668 1.7033
C 0.1702 2.3029 -0.4022
C 2.8262 -5.8462 -0.6123
C -0.4324 -0.1222 2.6332
C -2.1492 1.5316 4.0351
H 4.3690 -4.6981 -0.3785
H -1.3714 3.3489 -1.4548
H -4.0077 -0.1225 5.1116
H -0.4116 5.5926 -1.0379
H 3.7733 1.6560 -3.9129
H -1.5090 -2.2961 -0.0507
H -3.2118 2.2355 1.6559
H -1.5482 -2.6954 -1.7639
H 1.2863 2.1922 -4.2121
H -6.2169 -0.7353 4.2032
H 0.1382 -5.5438 -0.8357
H -0.7874 -0.4653 -2.1900
H 1.0815 0.4396 -4.1164
H 1.9669 1.1433 -5.4814
H 4.9730 0.9854 -2.1367
H -2.0795 0.6835 -1.8550
H -5.4348 1.6443 0.7350
H -2.2862 1.9677 5.0261
H 4.2144 0.0371 -0.8767
H -1.6618 2.2663 3.3935
H -6.9399 0.1501 2.0052
H 2.8477 3.7670 1.0919
H -1.9124 -3.9574 -0.5749
H 1.6815 5.8072 0.2708
H -0.6350 1.2082 -2.7297
*
```

Values from the calculation:
Energy relative to the best compared isomer or geometry (same formula, charge and spin)   7.7 kcal/mol
Strongest force on any atom   1.33 eV Å⁻¹
Highest occupied orbital energy (spin up / spin down)   -3.69 / -3.69 eV
M   605.5 g/mol
HOMO-LUMO gap (spin up / spin down)   6.058 / 6.057 eV

***

Record 2
A cluster of 10 separate species, C2H23O10 in total. Source: OMol25; level of theory: ωB97M-V with the def2-TZVPD basis set.

ORCA input file:
```
! wB97M-V def2-TZVPD RIJCOSX def2/J DEFGRID3
* xyz 0 2
O 2.2763 -1.1221 -2.5513
O 0.9929 0.1711 0.0878
O 3.2742 2.1527 -1.3640
O 0.7817 -0.4253 3.1300
O -0.3882 -3.3975 3.6284
O 0.9368 2.6131 1.4877
O -4.4638 0.4578 1.3424
O -1.6859 -0.4312 -4.1556
O 3.5277 -1.3897 0.7344
O -2.7653 2.8751 -1.3623
C -1.3713 -0.2841 0.2413
C -0.2218 0.0845 -0.6557
H -4.5301 1.4088 1.2565
H -2.1311 -1.0750 -4.7065
H 3.3679 1.7437 -2.2244
H -0.0400 -0.6434 -1.4464
H 2.7263 -1.0070 0.3772
H -2.2780 -0.3998 -0.3525
H -0.0674 -2.7849 2.9665
H -1.0949 -1.1537 0.8376
H 3.9583 -1.7923 -0.0197
H 0.0957 -4.2063 3.4612
H 0.6936 -0.1056 2.2320
H -3.5818 0.2499 1.0341
H -3.5547 2.6797 -0.8574
H -0.4883 1.0352 -1.1176
H 0.9029 1.7015 1.1976
H 1.4592 -1.0995 3.0793
H 1.8565 2.7607 1.7081
H -1.4392 -0.9178 -3.3692
H 2.4640 -2.0010 -2.2219
H -2.1072 3.0954 -0.7031
H 2.8235 1.4955 -0.8337
H -1.6667 0.4317 1.0084
H 1.7380 -0.7201 -1.8695
*
```

Values from the calculation:
Energy relative to the best compared isomer or geometry (same formula, charge and spin)   0.3 kcal/mol
Strongest force on any atom   1.55 eV Å⁻¹
Highest occupied orbital energy (spin up / spin down)   -11.60 / -11.58 eV
M   207.2 g/mol
HOMO-LUMO gap (spin up / spin down)   11.345 / 7.663 eV

***

Among the records above, which one has the highest energy relative to the best compared isomer or geometry (same formula, charge and spin)? C24H25N6O6S2Ti

***

What is the formula in the second record? C2H23O10

***

Which value of energy relative to the best compared isomer or geometry (same formula, charge and spin) does entry 1 give? 7.7 kcal/mol

***

Which value of strongest force on any atom does entry 2 give? 1.55 eV Å⁻¹